# 1
# C64H106MnO30

C64H106MnO30 as an isolated structure (ωB97M-V/def2-TZVPD, the OMol25 dataset).

Gap between HOMO and LUMO (alpha / beta) (eV): 6.701 / 9.063
⟨S²⟩: 4.1197
Spin multiplicity: 4
Strongest force on any atom (hartree/bohr): 0.0899
E_LUMO (alpha / beta) (eV): -2.203 / -0.043

```
201
Properties=species:S:1:pos:R:3:mulliken_charge:R:1
Mn -1.1333 -1.7574 -2.6725 0.267
C -0.7748 -5.8015 -1.3331 -0.988
C -1.7212 -4.6658 -1.7847 0.375
C -2.4848 -3.9668 -0.6183 -0.500
O -0.9571 -3.6827 -2.4806 -0.113
H -0.0044 -5.3470 -0.6742 -0.269
H -0.3004 -6.0716 -2.2736 0.449
H -1.2128 -6.6761 -0.8612 0.498
H -2.4689 -5.1308 -2.4372 0.123
H -2.9489 -3.0643 -0.9992 -0.111
H -1.7399 -3.7563 0.1591 -0.488
H -3.2067 -4.6682 -0.1849 0.828
C -5.2260 -1.6859 -2.0016 -1.423
C -4.0133 -0.9249 -2.6584 -0.006
C -3.7821 0.5441 -2.2104 0.939
O -2.9267 -1.7374 -2.3387 0.289
H -5.1491 -2.7256 -2.3254 0.282
H -6.2097 -1.2558 -2.2192 0.353
H -4.9547 -1.6697 -0.9427 0.142
H -4.3019 -0.8511 -3.6980 0.273
H -4.4992 1.2695 -2.6631 0.576
H -2.8225 0.8418 -2.5790 -0.940
H -3.8566 0.7417 -1.1494 -0.594
C 1.9996 -2.6034 -2.2339 -1.002
C 1.5540 -2.2021 -3.6504 1.571
C 1.6542 -3.3287 -4.6425 -1.540
O 0.2319 -1.7894 -3.8355 0.227
H 1.7553 -1.8852 -1.4780 -0.265
H 3.0821 -2.6825 -2.2784 0.552
H 1.6171 -3.5917 -1.9800 0.145
H 2.1553 -1.3465 -4.0663 -0.820
H 2.6678 -3.7298 -4.7006 0.392
H 1.3449 -2.8257 -5.5632 0.312
H 0.9133 -4.0722 -4.3467 0.253
C 0.8540 -0.8446 0.7618 -0.446
C -0.4149 -0.6616 -0.1315 3.216
C -1.1558 0.5784 0.1746 0.178
O -0.1184 -0.7283 -1.4526 1.486
H 1.1964 -1.8800 0.6067 0.161
H 0.6117 -0.7282 1.8068 -0.426
H 1.6344 -0.1573 0.4352 -0.871
H -1.0462 -1.4932 0.2341 -1.321
H -1.2797 0.8534 1.2287 -0.264
H -2.1397 0.5117 -0.2661 -0.946
H -0.6190 1.3804 -0.3406 -0.134
O 7.6622 -2.0857 -1.3353 -0.640
C 6.7574 -2.3110 -0.5593 0.220
O 6.8186 -3.2983 0.3501 -0.391
C 5.6881 -3.2528 1.2031 -0.342
C 4.6052 -2.5767 0.3733 0.993
C 5.4819 -1.5882 -0.4052 0.467
H 5.9061 -2.7371 2.1442 0.057
H 5.4914 -4.2746 1.5154 0.242
H 3.8356 -2.0995 0.9605 -0.402
H 4.1349 -3.2667 -0.3251 0.005
H 5.6630 -0.6855 0.1809 -0.204
H 5.0765 -1.2928 -1.3666 0.043
O -1.8202 -1.9004 -5.1936 -0.317
C -2.1084 -2.8096 -5.9909 0.106
O -2.9138 -3.8758 -5.7139 -0.276
C -2.9478 -4.7057 -6.9291 -0.491
C -2.7803 -3.7242 -8.0495 -0.561
C -1.7191 -2.8024 -7.4153 -0.505
H -3.9381 -5.1425 -6.8562 0.297
H -2.1650 -5.4503 -6.7985 0.267
H -3.7218 -3.1754 -8.2881 0.271
H -2.4653 -4.1766 -8.9843 0.359
H -1.6973 -1.7737 -7.7975 0.256
H -0.7698 -3.3147 -7.6552 0.248
O 1.7880 2.3324 4.3270 -0.710
C 2.4267 2.2660 3.2896 0.350
O 3.0847 1.1709 2.9456 0.214
C 3.6428 1.2604 1.6160 0.054
C 2.8870 2.4450 0.9994 1.910
C 2.4965 3.3003 2.1992 -0.314
H 3.5315 0.2851 1.1711 -0.749
H 4.7133 1.4681 1.7046 0.533
H 2.0424 2.1391 0.3816 -0.938
H 3.5804 2.9639 0.3275 -0.495
H 1.5597 3.8574 2.0960 -0.142
H 3.2605 4.0361 2.4393 0.463
O -6.9141 -1.9470 4.0857 -0.685
C -5.9256 -1.9570 3.3345 0.191
O -5.1878 -3.0378 3.1383 -0.385
C -4.0767 -2.7987 2.2172 -0.193
C -3.9496 -1.1938 2.1895 1.971
C -5.3706 -0.8195 2.5373 -0.098
H -4.3675 -3.2065 1.2593 0.080
H -3.2302 -3.3586 2.6134 0.189
H -3.5410 -0.8277 1.2451 -0.819
H -3.2314 -0.9249 2.9469 -0.596
H -6.1080 -0.8096 1.7171 0.125
H -5.4987 0.1294 3.0433 0.174
O 3.6086 -2.6746 3.3517 -0.211
C 3.8492 -2.1690 4.4315 0.319
O 3.4333 -2.7330 5.5634 -0.375
C 3.8249 -1.9523 6.7412 -0.504
C 4.3694 -0.5569 6.1534 -0.615
C 4.6759 -0.9574 4.6654 0.324
H 4.6252 -2.5473 7.2366 0.283
H 2.9451 -1.9405 7.3582 0.345
H 5.2277 -0.1473 6.7059 0.441
H 3.6164 0.2182 6.1852 0.212
H 5.7393 -1.2293 4.5778 0.578
H 4.3973 -0.2340 3.9142 -0.777
O -1.0982 -1.8658 7.1893 -0.666
C -0.6897 -1.3497 6.1685 0.026
O 0.5262 -1.6613 5.6323 -0.458
C 0.8096 -0.8420 4.4798 0.932
C -0.5772 -0.4799 3.9676 0.820
C -1.3275 -0.3423 5.3058 0.142
H 1.3785 -1.5122 3.8449 -0.821
H 1.4070 0.0360 4.7721 0.055
H -0.9650 -1.2993 3.3568 -0.138
H -0.5764 0.4585 3.4016 -0.254
H -2.4159 -0.4992 5.3602 0.387
H -1.1209 0.6299 5.7534 0.105
O -7.3050 4.1444 3.4493 -0.672
C -6.9392 3.8333 2.2878 0.475
O -6.6735 2.5381 1.9336 -0.325
C -6.1014 2.5065 0.6029 0.732
C -6.8326 3.7119 -0.0990 -0.643
C -6.8355 4.7124 1.0867 -0.181
H -6.3100 1.4906 0.2631 0.197
H -5.0207 2.7101 0.7603 -0.549
H -7.8750 3.5093 -0.3160 0.371
H -6.3979 4.0396 -1.0460 0.310
H -7.5979 5.4947 1.0434 0.410
H -5.8709 5.2303 1.1563 -0.059
O -1.1294 0.4564 -3.7454 -0.291
C -0.7276 1.4880 -4.3493 -0.411
O -0.9371 2.6962 -3.8367 0.113
C -0.6299 3.7452 -4.7722 -0.442
C -0.5050 3.0439 -6.1479 -0.879
C -0.0705 1.6185 -5.6474 0.078
H 0.2989 4.2255 -4.4711 0.257
H -1.4578 4.4370 -4.6469 0.440
H 0.1778 3.5384 -6.8255 0.374
H -1.4590 2.8934 -6.6645 0.313
H 1.0110 1.7195 -5.4695 -0.173
H -0.2914 0.7989 -6.3162 0.359
O 2.4805 4.6833 -4.1593 -0.709
C 2.8031 3.5588 -3.8137 0.153
O 3.3406 2.6389 -4.6349 -0.455
C 3.5865 1.3950 -3.8909 -0.608
C 2.5982 1.4468 -2.6952 2.055
C 2.6181 2.9643 -2.4232 1.516
H 4.6511 1.4238 -3.6337 0.305
H 3.3699 0.5761 -4.5905 0.315
H 2.9465 0.8494 -1.8324 -0.212
H 1.6355 1.0296 -3.0354 -1.294
H 3.4226 3.1802 -1.7527 -0.764
H 1.7172 3.4009 -1.9461 -0.375
O 5.7730 1.5623 -1.2819 -0.340
C 6.3436 2.6034 -1.0251 0.416
O 5.7844 3.7772 -1.3345 -0.240
C 6.5892 4.8931 -0.9992 -0.540
C 7.9194 4.3248 -0.4322 -0.600
C 7.6395 2.8382 -0.2902 -0.471
H 6.0352 5.5672 -0.3543 0.334
H 6.8097 5.4159 -1.9207 0.262
H 8.2581 4.6954 0.5367 0.298
H 8.7338 4.4712 -1.1470 0.314
H 7.4656 2.4602 0.7268 0.197
H 8.3660 2.1692 -0.7198 0.387
O -0.0874 5.6022 1.4509 -0.700
C -0.9153 5.2279 0.6341 0.334
O -0.7393 4.1267 -0.1136 0.355
C -1.7791 4.1157 -1.1117 0.404
C -2.9522 4.9360 -0.5023 0.705
C -2.1443 5.9549 0.3120 -0.923
H -2.0262 3.0783 -1.2743 -0.235
H -1.3807 4.5288 -2.0432 -0.247
H -3.5539 4.3373 0.1762 -0.854
H -3.6105 5.3795 -1.2490 0.558
H -2.5832 6.3406 1.2391 0.410
H -1.9729 6.8070 -0.3523 0.311
O -1.5478 -5.4269 2.9933 -0.602
C -0.3485 -5.5056 2.7225 0.321
O 0.2255 -6.7428 2.5602 -0.429
C 1.4738 -6.5849 1.8195 -0.512
C 1.9842 -5.2027 2.1498 0.189
C 0.6622 -4.4354 2.3982 1.637
H 1.2277 -6.7518 0.7597 0.204
H 2.1087 -7.4008 2.1558 0.353
H 2.5371 -4.7064 1.3388 -0.258
H 2.6673 -5.1896 2.9988 0.245
H 0.3910 -3.8902 1.4802 -0.976
H 0.5847 -3.7581 3.2462 -0.228
O -3.5202 2.1202 2.5740 -0.345
C -3.1486 2.7817 3.5225 0.013
O -3.1105 2.3055 4.7531 -0.357
C -2.7632 3.3283 5.6745 -0.591
C -3.0271 4.6505 4.9707 -0.723
C -2.7642 4.1928 3.5731 0.598
H -1.7190 3.2298 5.9329 0.248
H -3.3034 3.1615 6.6084 0.456
H -2.3874 5.4421 5.3630 0.324
H -4.0604 4.9033 5.1400 0.373
H -1.6763 4.2556 3.3877 -0.169
H -3.3007 4.7471 2.7904 -0.041
```

=====

# 2
# C64H143BF4N7O3

A 9-piece molecular cluster, C64H143BF4N7O3 overall (ωB97M-V/def2-TZVPD, the OMol25 dataset).

Gap between HOMO and LUMO (eV): 8.439
Charge: +5
Strongest force on any atom (hartree/bohr): 0.0667
E_LUMO (eV): -7.596

```
222
Properties=species:S:1:pos:R:3:mulliken_charge:R:1
C 1.4269 -7.5825 10.0781 -1.363
C 1.5067 -6.6506 8.8567 -0.424
N 1.2030 -5.2275 8.9180 0.384
C -0.2398 -4.9212 9.2531 -0.834
C 2.0963 -4.6622 10.0183 -0.481
C 3.6080 -4.7749 9.8732 -1.125
C 1.4536 -4.5714 7.6151 -0.973
C 0.6416 -5.1273 6.3871 0.053
O -0.6764 -4.6667 6.3958 -0.362
C -1.2215 -4.6486 5.0722 -0.332
H 0.4481 -7.7295 10.5495 0.328
H 2.1933 -7.3669 10.8489 0.347
H 1.6931 -8.5147 9.6242 0.430
H 0.8726 -7.1018 8.0652 0.264
H 2.5560 -6.6718 8.4700 0.475
H -0.3437 -3.8410 9.4029 0.374
H -0.5151 -5.4317 10.2025 0.391
H -0.8316 -5.1805 8.3761 0.364
H 1.6488 -5.0869 10.9186 0.533
H 1.8641 -3.5855 10.0257 0.415
H 3.9547 -4.2432 8.9525 0.282
H 3.9903 -5.8151 9.8732 0.291
H 4.0982 -4.3332 10.7710 0.421
H 2.5098 -4.6355 7.3973 0.329
H 1.1762 -3.4943 7.7094 0.359
H 0.7548 -6.2270 6.3550 0.220
H 1.1653 -4.6901 5.5037 0.144
H -1.4457 -5.7108 4.8270 0.321
H -0.5099 -4.3147 4.3447 -0.162
H -2.0981 -3.9898 5.1817 0.299
C -6.5109 -1.6064 0.3345 -1.346
C -6.2717 -2.1986 -1.0720 -0.388
C -5.8076 -1.0093 -2.0393 0.067
N -4.9846 -1.4509 -3.2671 0.152
C -5.0180 -0.0876 -4.0885 -0.045
C -4.1490 -0.1343 -5.3383 -1.044
C -2.7615 -0.4849 -4.9160 -0.283
C -2.7478 -1.8377 -4.2491 -1.082
C -3.5593 -1.8004 -2.9618 -0.962
C -5.7235 -2.5529 -4.0170 -0.950
H -5.8234 -0.7931 0.6075 0.107
H -6.4492 -2.3451 1.1093 0.504
H -7.5307 -1.3200 0.4511 0.431
H -7.0964 -2.7415 -1.4889 0.500
H -5.4071 -2.8827 -0.9629 0.249
H -5.2674 -0.1832 -1.5511 -0.440
H -6.7096 -0.5642 -2.4799 0.458
H -4.6090 0.6247 -3.3271 0.088
H -6.0683 0.0723 -4.3254 0.485
H -4.0561 0.8226 -5.8760 0.455
H -4.5376 -0.7124 -6.1594 0.346
H -2.3515 0.2079 -4.1473 0.013
H -2.0572 -0.4359 -5.7391 0.437
H -1.7304 -2.1060 -4.0051 0.605
H -3.0147 -2.6288 -4.9736 0.364
H -3.2625 -0.9712 -2.3518 0.183
H -3.5709 -2.6778 -2.3560 0.694
H -5.6866 -3.4732 -3.4216 0.311
H -5.2482 -2.6595 -4.9966 0.513
H -6.7172 -2.1049 -4.1846 0.333
C -0.4752 5.0365 -5.1770 -1.835
C -0.4317 5.1130 -6.7121 0.084
C -0.6433 6.4965 -7.1541 -0.659
N -0.5616 6.7426 -8.6368 0.295
C 0.8577 6.5189 -9.1516 -0.647
C 1.0101 6.6376 -10.6519 -0.500
C -0.0397 5.7527 -11.3029 -0.671
C -1.5285 5.9465 -10.8626 -0.687
C -1.5318 5.8499 -9.3294 -0.668
C -0.8739 8.1670 -8.8866 -1.063
H 0.3581 5.5416 -4.7326 0.367
H -0.4647 4.0517 -4.7916 0.566
H -1.3599 5.5101 -4.7549 0.392
H -1.2238 4.4197 -7.0441 0.275
H 0.4624 4.6026 -7.0729 0.261
H 0.1336 7.1049 -6.7478 0.335
H -1.6185 6.8491 -6.7605 0.391
H 1.1410 5.5040 -8.8227 0.341
H 1.5892 7.1220 -8.6513 0.398
H 1.9685 6.1914 -10.9634 0.363
H 0.9415 7.7215 -10.9396 0.277
H 0.3313 4.7151 -11.1814 0.296
H -0.0363 5.8655 -12.4152 0.352
H -2.1880 5.2277 -11.2938 0.430
H -1.8797 6.9380 -11.1970 0.314
H -1.3387 4.8409 -9.0312 0.398
H -2.4864 6.1857 -8.8986 0.364
H -0.2601 8.7435 -8.1849 0.367
H -1.8733 8.4030 -8.5650 0.397
H -0.7173 8.5022 -9.8767 0.465
C -1.3000 -5.1088 0.1726 -1.351
C 0.1970 -5.0231 -0.0897 0.481
C 0.9838 -6.0865 0.6499 -0.862
N 2.3380 -6.4462 0.0737 0.287
C 3.1423 -7.2203 1.1517 -0.497
C 4.4816 -7.7404 0.6513 -0.649
C 4.3120 -8.6180 -0.6227 -0.639
C 3.5632 -7.8282 -1.7078 -0.620
C 2.1943 -7.4523 -1.1345 -0.724
C 3.0923 -5.1763 -0.3378 -0.985
H -1.5706 -5.0375 1.2593 0.141
H -1.7008 -6.0038 -0.2928 0.562
H -1.7478 -4.2580 -0.3555 0.113
H 0.6062 -4.0050 0.1782 -0.156
H 0.2694 -5.1832 -1.1680 0.362
H 0.4135 -7.0073 0.5962 0.401
H 1.0325 -5.8196 1.7138 0.291
H 2.4972 -8.0603 1.4331 0.442
H 3.2508 -6.5577 2.0406 0.346
H 4.8204 -8.3814 1.4788 0.374
H 5.2632 -6.9965 0.4924 0.301
H 3.7499 -9.5648 -0.4006 0.267
H 5.3094 -8.8387 -0.9908 0.347
H 3.4056 -8.5252 -2.5071 0.399
H 4.1571 -7.0383 -2.1662 0.301
H 1.7590 -8.3130 -0.5945 0.419
H 1.5090 -6.9907 -1.8197 0.529
H 2.6522 -4.8528 -1.2461 0.384
H 4.1906 -5.4291 -0.4199 0.500
H 2.8805 -4.5434 0.5332 0.133
C -1.4827 5.5436 0.4715 -1.562
C -2.5736 4.8217 1.2849 0.110
C -3.3447 4.1012 0.1961 -0.383
N -4.7335 3.6388 0.6182 0.770
C -4.5167 2.4728 1.5303 -0.541
C -5.8802 1.8479 1.9660 -0.571
C -6.6112 2.9500 2.7471 -0.703
C -6.9003 4.1751 1.9274 -0.730
C -5.5244 4.6875 1.4152 -0.645
C -5.4400 3.2279 -0.6271 -1.345
H -1.9279 6.2456 -0.2376 0.413
H -0.8580 4.8803 -0.0916 0.357
H -0.7651 6.1125 1.0653 0.426
H -3.1745 5.5377 1.8338 0.277
H -2.1299 4.0699 1.9631 0.091
H -2.8071 3.1924 -0.1336 -0.106
H -3.5296 4.7087 -0.7067 0.530
H -3.9624 2.8512 2.4075 0.361
H -3.8107 1.7932 1.0652 0.039
H -5.6020 1.0545 2.6641 0.417
H -6.3957 1.3808 1.1166 0.261
H -5.9421 3.0961 3.6331 0.277
H -7.5291 2.5031 3.1909 0.423
H -7.3381 4.9640 2.5762 0.429
H -7.6301 4.0561 1.1383 0.376
H -4.8080 4.9778 2.1813 0.379
H -5.6133 5.4884 0.6658 0.366
H -5.5433 4.0394 -1.3533 0.372
H -6.4462 2.8811 -0.4347 0.460
H -4.8618 2.4271 -1.0820 0.488
C -1.9824 -0.1391 5.1019 -1.564
C -1.1044 1.1317 4.7881 -0.050
C 0.2350 0.9087 5.5021 -0.368
N 1.2855 1.9759 5.3190 -0.022
C 2.6120 1.4590 5.9109 -0.296
C 3.7591 2.4201 5.6956 -0.840
C 3.9361 2.7091 4.2066 -0.671
C 2.6659 3.1897 3.5830 -0.461
C 1.5014 2.1473 3.8637 -0.148
C 0.7632 3.2560 5.9132 -0.861
H -1.9997 -0.2885 6.1497 0.478
H -1.5361 -0.9536 4.5585 0.270
H -3.0543 -0.0103 4.8389 0.360
H -1.7339 1.9649 5.1060 0.389
H -0.9906 1.0996 3.7078 0.214
H 0.7726 0.0109 5.1546 0.058
H 0.1036 0.8064 6.5827 0.506
H 2.6620 0.4195 5.4633 0.246
H 2.4645 1.2510 7.0040 0.409
H 4.6037 2.0329 6.2453 0.471
H 3.5812 3.3360 6.2412 0.343
H 4.2986 1.8111 3.6829 0.313
H 4.7427 3.4266 4.1608 0.425
H 2.7359 3.4201 2.4951 0.363
H 2.4159 4.0681 4.2214 0.127
H 1.7568 1.1425 3.4432 0.192
H 0.5881 2.4648 3.3012 0.129
H 1.3259 4.1364 5.6721 0.434
H 0.6519 3.1183 6.9786 0.360
H -0.2124 3.2682 5.4911 0.260
C 9.2984 2.1731 -3.6702 -1.350
C 7.7961 2.5914 -3.6796 -0.127
C 7.0105 1.7070 -2.6418 -0.900
N 5.5216 1.9001 -2.6384 0.328
C 4.8724 1.4462 -3.9937 -0.533
C 3.3354 1.6214 -3.9605 -0.597
C 2.7288 0.8845 -2.7402 -0.534
C 3.3711 1.3032 -1.4210 -0.653
C 4.9116 1.0620 -1.5424 -0.760
C 5.2944 3.4122 -2.3590 -1.065
H 9.7445 2.3941 -2.7559 0.403
H 9.7483 2.5977 -4.5419 0.398
H 9.2412 1.0520 -3.7108 0.308
H 7.4484 2.3453 -4.6793 0.317
H 7.7169 3.6428 -3.4631 0.335
H 7.3494 1.9308 -1.5705 0.386
H 7.2548 0.6629 -2.7741 0.455
H 5.1410 0.3650 -4.0387 0.323
H 5.3628 2.0720 -4.7759 0.361
H 2.8432 1.2592 -4.8850 0.431
H 3.0235 2.6760 -3.8934 0.273
H 2.9585 -0.1691 -2.8432 0.242
H 1.6284 0.9487 -2.6198 0.314
H 2.8732 0.7609 -0.6361 0.365
H 3.1508 2.3148 -1.0737 0.288
H 5.0762 0.0486 -1.7897 0.401
H 5.4134 1.3714 -0.6270 0.489
H 6.0089 3.8457 -1.6501 0.307
H 4.2534 3.5408 -2.0584 0.355
H 5.5282 3.9045 -3.2970 0.436
C -1.3922 -0.5182 -0.2857 -0.777
C -1.9397 0.7549 -0.9424 0.517
O -1.2369 1.4100 -1.7871 -0.857
O -3.1338 0.9952 -0.6428 -0.378
H -0.4154 -0.4859 0.3092 0.119
H -1.1677 -1.2897 -1.0282 0.233
H -2.1813 -0.8378 0.3952 0.261
B 1.0494 -2.4687 2.4225 0.372
F 1.7704 -3.6776 2.7228 -0.273
F 1.5264 -1.8248 1.2889 -0.378
F -0.2945 -2.8653 2.0989 -0.414
F 1.0796 -1.5302 3.5501 -0.138
```